(1)
18
Properties=species:S:1:pos:R:3:lowdin_charge:R:1 method="wB97M-V/def2-TZVPD" e_above_lowest_kcal_mol=43.6 charge=+1 homo_lumo_gap_ev=10.181 e_lumo_ev=-4.0
O 0.82592 -0.96596 -2.31165 -0.053
O 2.08068 0.88344 -0.23333 0.097
O 1.01561 -1.87482 1.26112 0.140
N -1.82547 -0.59055 0.53112 0.259
C -0.34958 -0.17366 0.30608 -0.240
C -0.18456 1.33167 0.35363 -0.086
C 1.16787 1.64819 -0.31680 -0.207
C 0.43347 -0.85255 1.44141 -0.221
H 0.41146 -0.37263 2.44753 0.153
H -2.03550 -1.32742 -0.14542 0.183
H -0.08775 1.71691 1.37222 0.138
H 1.15826 2.60706 -0.87595 0.145
H 1.05392 -1.65461 -2.94763 0.068
H 0.00342 -0.73153 -0.56170 0.108
H -1.98525 -0.92794 1.48262 0.173
H -0.92452 1.84625 -0.25442 0.126
H 1.68866 -0.76352 -1.91422 0.049
H -2.44663 0.20169 0.36538 0.168



(2)
18
Properties=species:S:1:pos:R:3:lowdin_charge:R:1 method="wB97M-V/def2-TZVPD" e_above_lowest_kcal_mol=30.3 charge=+1 homo_lumo_gap_ev=10.872 e_lumo_ev=-3.6
O 1.56194 -0.27064 -2.95256 -0.067
O 0.75172 2.43210 1.62179 0.118
O -1.49173 -1.06480 -1.29503 0.080
N 1.31178 -0.06939 0.70495 0.253
C -0.19131 1.84247 1.18539 -0.180
C -1.91678 -1.10095 -0.17176 -0.211
C -0.06508 0.47674 0.53317 -0.245
C -1.14859 -0.50239 0.98976 -0.084
H -0.77168 -1.26766 1.67482 0.137
H 0.73687 -0.62293 -3.32150 0.046
H 2.29639 -0.66689 -3.44041 0.050
H 1.33654 -0.88713 1.31966 0.180
H -1.21733 2.25124 1.10697 0.156
H 1.97410 0.61226 1.11344 0.174
H -0.19962 0.68130 -0.52883 0.155
H -2.83821 -1.66170 0.06232 0.142
H 1.74939 -0.21348 -0.20966 0.166
H -1.87841 0.03183 1.60748 0.130



(3)
19
Properties=species:S:1:pos:R:3:lowdin_charge:R:1 method="wB97M-V/def2-TZVPD" e_above_lowest_kcal_mol=0.0 s2=0.76 charge=0 homo_lumo_gap_ev="9.978 / 5.752" multiplicity=2 e_lumo_ev="0.5 / -3.7"
S 1.02197 2.30801 2.06159 0.719
O -0.84878 -1.71669 -2.41529 0.188
O -2.13266 -2.03651 1.81206 -0.055
O -1.08165 -2.74743 -0.50228 0.161
N -0.26410 -0.67082 -0.50262 0.092
C -0.74782 -1.72281 -1.19082 -0.680
C 1.14828 1.41685 -0.64430 -0.218
C 1.61132 1.16487 0.81078 -0.602
C -0.08120 0.58976 -1.15945 -0.169
H -1.74860 -2.59553 1.12321 -0.010
H -0.10053 -0.75360 0.49147 0.131
H 2.05558 1.19563 -1.21583 0.107
H 0.85212 2.43607 -0.82030 0.090
H -0.92048 1.28097 -1.21980 0.123
H 1.51676 0.09617 0.97171 0.060
H 0.21135 0.40585 -2.17095 0.108
H 2.70066 1.23359 0.83539 0.064
H -0.21332 1.81824 2.23549 -0.151
H -2.97889 -1.70263 1.49994 0.042



(4)
24
Properties=species:S:1:pos:R:3:lowdin_charge:R:1 method="wB97M-V/def2-TZVPD" e_above_lowest_kcal_mol=47.8 charge=-1 homo_lumo_gap_ev=9.449 e_lumo_ev=3.4
S 0.37012 0.23872 2.11667 0.514
S -0.22583 -2.34188 1.96880 0.370
O -1.43769 -1.64712 1.65732 -0.322
O 0.22083 -3.31535 0.96687 -0.331
O -0.64777 0.73754 0.97272 -0.218
O -0.36675 0.31871 3.28702 -0.203
O 0.02612 -2.72813 3.29815 -0.270
O 1.50194 1.12711 1.96538 -0.280
O 0.89494 -1.14938 1.67824 -0.305
N -0.14509 0.58331 -0.40708 -0.122
C -0.31582 -1.42678 -1.86597 -0.075
C 1.29288 2.45380 -0.76634 -0.077
C -0.08108 1.84988 -1.11735 -0.217
C -1.01526 -0.48876 -0.91364 -0.239
H 1.64669 3.18994 -1.50531 0.061
H -1.51270 -1.04422 -0.16464 0.073
H -1.86115 -0.13442 -1.43870 0.096
H 0.69128 -1.12186 -2.29537 0.094
H -0.18082 1.61727 -2.10274 0.072
H -0.93778 -1.69648 -2.61997 0.012
H 1.20478 3.15884 0.18220 0.113
H 1.96605 1.72324 -0.59176 0.020
H -1.00565 2.49932 -1.06240 0.136
H -0.08225 -2.40329 -1.24211 0.099



(5)
17
Properties=species:S:1:pos:R:3:lowdin_charge:R:1 method="wB97M-V/def2-TZVPD" e_above_lowest_kcal_mol=25.5 charge=0 homo_lumo_gap_ev=9.695 e_lumo_ev=1.0
P -0.23190 0.50476 -1.39764 0.943
O 0.65485 0.13087 0.04366 -0.311
N -0.34995 1.72272 1.07916 0.137
C -1.90585 -0.24528 -0.95849 -0.273
C 1.26319 0.24922 2.25375 -0.013
C 0.62373 -1.01015 -2.18670 -0.251
C 0.40580 0.74565 1.13288 -0.707
H 1.10719 0.81484 3.28916 0.123
H 1.49244 -0.71327 -2.64445 -0.017
H 0.77363 -1.66104 -1.27289 0.062
H -0.34091 2.29379 1.88551 0.042
H 0.87298 -0.82022 2.33599 0.104
H 2.30004 0.30199 1.90678 0.079
H -2.23512 -0.68574 -1.81764 -0.020
H -2.51950 0.61317 -0.61571 0.031
H 0.00448 -1.35143 -2.98288 0.014
H -1.91510 -0.88988 -0.05048 0.057



(6)
17
Properties=species:S:1:pos:R:3:lowdin_charge:R:1 method="wB97M-V/def2-TZVPD" e_above_lowest_kcal_mol=58.8 charge=-1 homo_lumo_gap_ev=5.729 e_lumo_ev=3.1
S -1.69330 -1.20510 -2.12876 0.631
O -0.26291 1.34189 1.91205 -0.330
N 1.24937 0.70537 0.11433 -0.062
C 0.14944 -1.45226 0.77708 -0.078
C 0.49878 -0.46667 -0.37634 -0.490
C -0.67208 0.02368 -1.20212 -0.541
C 0.44155 1.74834 0.86434 -0.574
H -2.71474 -1.25013 -1.24790 -0.158
H -0.20073 -0.87899 1.63053 0.049
H 1.18809 2.55070 1.09743 0.071
H 1.09184 -1.96094 0.98945 0.058
H -1.39340 0.51144 -0.55064 0.063
H -0.59362 -2.14006 0.35439 0.037
H 2.07506 0.42300 0.62936 0.076
H 1.23696 -0.93220 -1.04985 0.114
H -0.17007 2.20680 0.04256 0.065
H -0.23022 0.77515 -1.85590 0.069



(7)
17
Properties=species:S:1:pos:R:3:lowdin_charge:R:1 method="wB97M-V/def2-TZVPD" e_above_lowest_kcal_mol=119.9 charge=+1 homo_lumo_gap_ev=8.142 e_lumo_ev=-5.5
S -1.85668 1.26218 -0.33591 0.996
O 1.74234 -0.17237 -1.22621 0.055
N 1.29621 0.40115 -0.26624 -0.087
C -0.97127 -1.23684 -1.04880 -0.080
C -0.99808 -0.62938 1.43290 -0.074
C 2.26727 1.27985 0.40185 -0.036
C -1.16231 -0.22194 0.03170 -0.645
H -0.79575 -1.70020 1.37779 0.102
H -1.93038 -0.48765 1.95303 0.097
H -0.23460 -1.04139 -1.76662 0.068
H -0.22936 0.06400 1.95814 0.141
H 3.21822 0.99925 0.13736 0.052
H -0.70845 -2.22603 -0.74400 0.100
H -2.26538 1.27210 -1.67695 -0.014
H 2.35487 1.44698 1.48948 0.101
H 2.04354 2.32999 0.01204 0.132
H -1.77019 -1.33969 -1.72957 0.093